{
  "formula": "C5H9NO2P",
  "method": "ωB97M-V with the def2-TZVPD basis set",
  "orbital_gap_ev": 7.9,
  "smiles": "C=[P@]([O-])(C#N)OC(C)C",
  "total_energy_ev": -20205.194,
  "e_lumo_ev": 3.9,
  "multiplicity": 1,
  "charge": -1,
  "e_above_lowest_kcal_mol": 54.7,
  "symbols": ["C", "C", "C", "C", "C", "N", "O", "O", "P", "H", "H", "H", "H", "H", "H", "H", "H", "H"],
  "positions_angstrom": [[2.2187, -1.2353, 0.1065], [1.8900, 0.8524, -1.6665], [-1.2201, -1.3436, 0.1317], [-2.0447, 0.8854, 0.8905], [-0.8370, 0.2588, 0.2616], [2.6838, -2.2873, 0.0879], [2.8149, 1.3590, 0.8779], [0.2830, 0.5124, 0.9806], [2.0089, 0.5454, -0.0320], [2.3878, 1.7734, -1.9668], [1.3980, 0.2156, -2.4596], [-1.3086, -1.8056, 1.1301], [-2.2122, -1.3657, -0.3504], [-0.3561, -1.8864, -0.4018], [-1.8862, 1.8852, 1.0991], [-2.0182, 0.2931, 1.8032], [-2.9311, 0.7217, 0.2965], [-0.8710, 0.6216, -0.7886]],
  "mulliken_charge": [0.2781, -0.8841, -1.1745, -1.4124, 0.4945, -0.5048, -0.7165, -0.6565, 0.8288, 0.2757, 0.2415, 0.2820, 0.3989, 0.2628, 0.4277, 0.2864, 0.3641, 0.2084]
}